1.
Entry from the OMol25 dataset: a cluster of 2 separate species, CH2F3N in total at a distorted geometry (wB97M-V/def2-TZVPD).

Frontier orbital gap (spin up / spin down) = 7.274 / 7.291 eV
HOMO energy (spin up / spin down) = -11.0 / -11.0 eV
Lowest unoccupied orbital energy (spin up / spin down) = -3.8 / -3.7 eV
Energy relative to the best compared isomer or geometry (same formula, charge and spin) = 777.38 kJ/mol
Total energy = -393.38082 Eh

Each atom is followed by the atoms it is bonded to, with distances in Å.
Element x y z (Å)
1 F -1.08 1.47 1.64  no bonds
2 F -0.53 -1.02 -1.15  C5 1.349
3 F -0.04 1.52 -0.94  N4 1.337
4 N 0.46 0.71 -0.01  F3 1.337, C5 1.362
5 C 0.24 -0.63 -0.11  F2 1.349, N4 1.362, H6 1.030, H7 1.083
6 H 1.21 -0.97 -0.18  C5 1.030
7 H -0.26 -1.07 0.75  C5 1.083



2.
Entry from the OMol25 dataset: the molecule C21H24ClFN4O4 at a distorted geometry (wB97M-V/def2-TZVPD).

Frontier orbital gap = 9.627 eV
HOMO energy = -9.1 eV
SMILES = Cc1cc(NC(=O)CCC(=O)N(CC(=O)NC2CCCC2)c2ccc(F)c(Cl)c2)no1
Lowest unoccupied orbital energy = 0.5 eV
Total energy = -1894.71311 Eh

Each atom is followed by the atoms it is bonded to, with distances in Å.
Element x y z (Å)
1 Cl -7.31 1.17 0.83  C30 1.725
2 F -7.15 0.42 -2.02  C17 1.341
3 O -0.57 0.31 1.76  C16 1.223
4 O -1.18 -2.30 -1.35  C28 1.216
5 O 4.13 1.62 -0.57  N9 1.359, C18 1.345
6 O 0.21 4.39 0.06  C29 1.210
7 N 1.03 2.38 0.75  C21 1.373, C29 1.362, H41 1.020
8 N -2.42 -0.38 0.71  C16 1.352, C20 1.418, C23 1.456
9 N 3.03 1.34 0.18  O5 1.359, C21 1.314
10 N 0.34 -2.22 0.33  C28 1.335, C31 1.451, H36 1.009
11 C -4.91 -0.30 -2.02  C14 1.383, C17 1.383, H35 1.078
12 C -4.74 0.34 0.68  C20 1.391, C30 1.385, H33 1.079
13 C 3.38 -2.69 1.02  C24 1.526, C26 1.527, H39 1.091, H50 1.088
14 C -3.72 -0.49 -1.34  C11 1.383, C20 1.390, H38 1.080
15 C 2.80 3.38 -0.74  C18 1.364, C21 1.421, H53 1.068
16 C -1.60 0.60 1.17  O3 1.223, N8 1.352, C19 1.517
17 C -6.00 0.23 -1.35  F2 1.341, C11 1.383, C30 1.392
18 C 3.99 2.84 -1.11  O5 1.345, C15 1.364, C27 1.483
19 C -2.05 2.02 0.90  C16 1.517, C25 1.534, H45 1.090, H49 1.093
20 C -3.63 -0.15 0.01  N8 1.418, C12 1.391, C14 1.390
21 C 2.23 2.37 0.09  N7 1.373, N9 1.314, C15 1.421
22 C 1.81 -4.14 -0.13  C26 1.534, C31 1.548, H44 1.088, H55 1.091
23 C -1.98 -1.76 0.86  N8 1.456, C28 1.542, H32 1.093, H46 1.091
24 C 2.73 -1.87 -0.09  C13 1.526, C31 1.530, H40 1.089, H48 1.090
25 C -1.13 3.07 1.55  C19 1.534, C29 1.522, H34 1.091, H47 1.090
26 C 3.20 -4.13 0.52  C13 1.527, C22 1.534, H42 1.089, H51 1.091
27 C 5.09 3.35 -1.98  C18 1.483, H37 1.089, H43 1.085, H54 1.089
28 C -0.89 -2.12 -0.18  O4 1.216, N10 1.335, C23 1.542
29 C 0.09 3.37 0.70  O6 1.210, N7 1.362, C25 1.522
30 C -5.93 0.54 0.00  Cl1 1.725, C12 1.385, C17 1.392
31 C 1.48 -2.66 -0.46  N10 1.451, C22 1.548, C24 1.530, H52 1.092
32 H -1.60 -1.89 1.87  C23 1.093
33 H -4.69 0.56 1.74  C12 1.079
34 H -0.82 2.72 2.54  C25 1.091
35 H -5.00 -0.55 -3.06  C11 1.078
36 H 0.52 -1.94 1.28  N10 1.009
37 H 6.02 3.39 -1.41  C27 1.089
38 H -2.86 -0.92 -1.84  C14 1.080
39 H 2.85 -2.55 1.96  C13 1.091
40 H 2.52 -0.85 0.21  C24 1.089
41 H 0.80 1.53 1.28  N7 1.020
42 H 3.29 -4.86 1.32  C26 1.089
43 H 4.84 4.34 -2.33  C27 1.085
44 H 1.79 -4.76 -1.02  C22 1.088
45 H -3.06 2.15 1.29  C19 1.090
46 H -2.84 -2.41 0.69  C23 1.091
47 H -1.68 4.00 1.66  C25 1.090
48 H 3.40 -1.83 -0.95  C24 1.090
49 H -2.09 2.17 -0.18  C19 1.093
50 H 4.43 -2.43 1.17  C13 1.088
51 H 3.97 -4.35 -0.23  C26 1.091
52 H 1.19 -2.54 -1.50  C31 1.092
53 H 2.37 4.33 -0.98  C15 1.068
54 H 5.24 2.68 -2.82  C27 1.089
55 H 1.07 -4.53 0.56  C22 1.091